(1)
{"formula": "C4H9NOS", "method": "ωB97M-V with the def2-TZVPD basis set", "elements": ["O", "C", "N", "C", "C", "C", "S", "H", "H", "H", "H", "H", "H", "H", "H", "H"], "positions_angstrom": [[0.90, -2.51, 1.75], [1.01, -1.71, 0.85], [1.75, -0.58, 0.95], [1.74, 0.59, 0.07], [0.42, 1.31, -0.16], [-0.60, 0.56, -1.04], [-2.31, 1.13, -0.95], [0.58, -1.89, -0.13], [2.07, -0.36, 1.88], [2.33, 1.35, 0.56], [2.30, 0.38, -0.85], [-0.05, 1.46, 0.81], [0.61, 2.27, -0.64], [-0.18, 0.54, -2.05], [-0.60, -0.48, -0.75], [-2.72, 0.41, -2.00]], "nbo_charge": [-0.60, 0.53, -0.62, -0.22, -0.41, -0.52, -0.03, 0.11, 0.40, 0.21, 0.20, 0.21, 0.22, 0.21, 0.20, 0.13], "de_lowest_kj_mol": 91.3, "smiles": "O=CNCCCS", "multiplicity": 1, "homo_energy_ha": -0.3398}



(2)
{"formula": "C4H9NOS", "method": "ωB97M-V with the def2-TZVPD basis set", "elements": ["C", "C", "C", "C", "N", "O", "S", "H", "H", "H", "H", "H", "H", "H", "H", "H"], "positions_angstrom": [[1.62, -0.04, 0.61], [0.55, 1.61, -0.99], [-2.00, -0.71, 0.13], [0.66, 0.96, 0.41], [-0.62, -1.04, 0.48], [1.86, -0.98, -0.25], [0.32, -2.04, -0.27], [1.75, -0.47, 1.61], [0.89, 1.08, -1.84], [-0.51, 2.09, -1.29], [1.29, 2.47, -0.97], [-2.36, -0.76, -0.93], [-2.72, -1.32, 0.68], [-1.86, 0.33, 0.47], [0.23, 1.47, 1.23], [0.91, -2.65, 0.92]], "nbo_charge": [0.11, -0.67, -0.42, -0.16, -0.80, -0.67, 0.93, 0.14, 0.23, 0.21, 0.23, 0.18, 0.20, 0.22, 0.21, 0.06], "de_lowest_kj_mol": 571.5, "multiplicity": 1, "homo_energy_ha": -0.3051}



(3)
{"formula": "C4H9NOS", "method": "ωB97M-V with the def2-TZVPD basis set", "elements": ["C", "N", "C", "C", "S", "C", "O", "H", "H", "H", "H", "H", "H", "H", "H", "H"], "positions_angstrom": [[1.25, -0.75, -1.43], [0.65, 0.51, -1.05], [-0.36, 0.55, -0.05], [0.01, 0.20, 1.43], [-1.41, 0.57, 2.46], [-1.54, -0.38, -0.48], [-1.58, -1.53, -0.16], [1.86, -0.65, -2.32], [0.43, -1.45, -1.61], [1.83, -1.21, -0.62], [1.32, 1.26, -0.93], [-0.71, 1.59, -0.13], [0.89, 0.73, 1.77], [0.23, -0.87, 1.41], [-0.79, 1.54, 3.14], [-2.06, -0.13, -1.42]], "nbo_charge": [-0.47, -0.25, -0.19, -0.54, 0.20, 0.41, -0.43, 0.26, 0.24, 0.26, 0.41, 0.25, 0.26, 0.27, 0.15, 0.18], "de_lowest_kj_mol": 101.1, "s_squared": 0.758, "total_charge": 1, "multiplicity": 2, "homo_energy_ha": [-0.5246, -0.5052]}



(4)
{"formula": "C4H9NOS2", "method": "ωB97M-V with the def2-TZVPD basis set", "elements": ["C", "N", "C", "O", "C", "C", "S", "S", "H", "H", "H", "H", "H", "H", "H", "H", "H"], "positions_angstrom": [[0.05, -1.72, 2.05], [-0.97, -0.93, 1.50], [-0.55, 0.05, 0.50], [-1.05, 1.19, 0.63], [0.31, -0.34, -0.62], [0.42, 0.51, -1.95], [1.23, 2.07, -1.58], [0.10, 3.51, -1.00], [0.14, -1.51, 3.09], [1.01, -1.71, 1.56], [-0.31, -2.84, 2.06], [-1.63, -0.59, 2.14], [1.28, -0.87, -0.25], [-0.06, -1.32, -0.86], [1.17, 0.14, -2.60], [-0.62, 0.56, -2.55], [-0.54, 3.82, -2.12]], "nbo_charge": [-0.41, -0.64, 0.68, -0.59, -0.55, -0.54, 0.08, -0.06, 0.20, 0.20, 0.17, 0.39, 0.25, 0.25, 0.23, 0.24, 0.10], "de_lowest_kj_mol": 197.8, "smiles": "CNC(=O)CCSS", "multiplicity": 1, "homo_energy_ha": -0.3065}



(5)
{"formula": "C4H9NOS2", "method": "ωB97M-V with the def2-TZVPD basis set", "elements": ["C", "C", "C", "C", "N", "O", "S", "S", "H", "H", "H", "H", "H", "H", "H", "H", "H"], "positions_angstrom": [[-0.11, -1.03, 0.06], [-0.94, 1.11, -0.81], [-2.32, -0.54, 0.49], [2.08, 0.25, -0.51], [-1.09, -0.21, -0.21], [0.04, -2.03, 0.71], [1.94, 1.46, 0.77], [3.35, -0.98, -0.47], [0.03, 1.17, -1.36], [-1.63, 1.37, -1.64], [-0.77, 1.92, -0.16], [-3.07, -1.04, -0.01], [-1.97, -1.34, 1.16], [-2.69, 0.30, 1.24], [1.86, 0.64, -1.53], [2.45, 0.73, 1.69], [2.83, -1.76, 0.57]], "nbo_charge": [0.74, -0.41, -0.43, -0.65, -0.48, -0.58, 0.03, 0.01, 0.22, 0.21, 0.21, 0.21, 0.23, 0.21, 0.22, 0.12, 0.15], "de_lowest_kj_mol": 420.8, "multiplicity": 1, "homo_energy_ha": [-0.2744, -0.2719]}



(6)
{"formula": "C4H9NS", "method": "ωB97M-V with the def2-TZVPD basis set", "elements": ["C", "C", "C", "C", "N", "S", "H", "H", "H", "H", "H", "H", "H", "H", "H"], "positions_angstrom": [[-0.67, 0.45, -0.64], [0.69, 0.62, -1.40], [-0.51, 0.34, 0.88], [-0.80, -1.01, 1.46], [1.76, 0.03, -0.77], [1.94, 0.62, 0.85], [-1.36, 1.25, -0.82], [-0.80, -0.60, -1.00], [0.67, 0.20, -2.49], [0.85, 1.79, -1.44], [-0.69, 1.22, 1.48], [-0.39, -1.79, 0.73], [-1.95, -0.97, 1.65], [-0.38, -1.21, 2.38], [1.65, -0.94, -0.88]], "nbo_charge": [-0.52, -0.20, -0.06, -0.66, -0.73, 0.10, 0.24, 0.21, 0.20, 0.19, 0.21, 0.21, 0.22, 0.23, 0.35], "de_lowest_kj_mol": 275.3, "multiplicity": 1, "homo_energy_ha": [-0.3013, -0.3013]}



(7)
{"formula": "C4H9NS", "method": "ωB97M-V with the def2-TZVPD basis set", "elements": ["C", "C", "C", "C", "N", "S", "H", "H", "H", "H", "H", "H", "H", "H", "H"], "positions_angstrom": [[-1.02, 0.07, -1.02], [-1.88, -0.22, -2.28], [2.20, -0.32, 1.21], [0.82, 0.24, 1.37], [-0.33, -0.87, -0.54], [0.40, 1.95, 1.21], [-0.94, 1.06, -0.46], [-1.38, 0.15, -3.16], [-1.73, -1.28, -2.18], [-2.86, 0.22, -2.09], [2.09, -1.35, 0.93], [2.74, -0.25, 2.10], [2.79, 0.27, 0.52], [0.49, -0.25, 2.24], [1.03, 2.05, 0.04]], "nbo_charge": [-0.01, -0.66, -0.66, -0.23, -0.34, 0.07, 0.18, 0.22, 0.24, 0.22, 0.24, 0.21, 0.20, 0.19, 0.13], "de_lowest_kj_mol": 402.5, "multiplicity": 1, "homo_energy_ha": [-0.2835, -0.3207]}



(8)
{"formula": "C4H9NS", "method": "ωB97M-V with the def2-TZVPD basis set", "elements": ["N", "S", "C", "C", "C", "C", "H", "H", "H", "H", "H", "H", "H", "H", "H"], "positions_angstrom": [[2.24, -1.20, 1.30], [0.81, -0.57, 0.88], [-0.37, -1.46, 0.26], [-1.33, -0.51, -0.40], [-0.39, 0.46, -1.15], [0.72, 0.86, -0.18], [2.92, -0.50, 0.98], [0.34, -0.03, 2.15], [-0.59, -2.46, 0.38], [-2.03, -0.97, -1.15], [-1.91, -0.04, 0.36], [-0.03, 0.04, -2.12], [-0.91, 1.33, -1.31], [1.67, 1.05, -0.53], [0.53, 1.75, 0.47]], "nbo_charge": [-1.10, 1.47, -0.83, -0.40, -0.40, -0.60, 0.35, -0.07, 0.26, 0.23, 0.19, 0.23, 0.21, 0.24, 0.23], "de_lowest_kj_mol": 511.6, "smiles": "N=[S@@H]1=CCCC1", "multiplicity": 1, "homo_energy_ha": -0.2837}



(9)
{"formula": "C4H9O", "method": "ωB97M-V with the def2-TZVPD basis set", "elements": ["C", "C", "C", "C", "O", "H", "H", "H", "H", "H", "H", "H", "H", "H"], "positions_angstrom": [[-0.96, -1.28, 0.42], [-0.68, 0.14, 0.98], [0.33, 1.06, 0.17], [1.05, 0.31, -1.19], [2.32, 0.49, -1.23], [-0.39, -1.98, 1.00], [-0.32, -1.32, -0.52], [-1.99, -1.50, 0.07], [-1.58, 0.70, 0.92], [-0.22, -0.15, 1.90], [-0.22, 1.90, -0.16], [1.25, 1.48, 0.63], [0.48, 0.85, -2.00], [0.93, -0.70, -0.99]], "nbo_charge": [-0.66, -0.43, -0.50, 0.03, -0.94, 0.19, 0.23, 0.19, 0.19, 0.19, 0.15, 0.21, 0.05, 0.10], "de_lowest_kj_mol": 187.1, "smiles": "CCCC[O-]", "total_charge": -1, "multiplicity": 1, "homo_energy_ha": -0.0656}



(10)
{"formula": "C4H9O2", "method": "ωB97M-V with the def2-TZVPD basis set", "elements": ["C", "C", "O", "O", "H", "H", "H", "C", "C", "H", "H", "H", "H", "H", "H"], "positions_angstrom": [[2.17, 0.55, 0.42], [2.52, 1.59, -0.68], [2.84, 2.72, -0.22], [2.43, 1.23, -1.86], [1.14, 0.65, 0.78], [2.74, 0.56, 1.34], [2.23, -0.45, -0.02], [-2.32, -1.21, -0.60], [-1.66, -0.54, 0.61], [-3.39, -1.28, -0.36], [-2.36, -0.56, -1.47], [-1.92, -2.19, -0.80], [-1.99, 0.48, 0.83], [-0.59, -0.48, 0.46], [-1.84, -1.06, 1.55]], "nbo_charge": [-0.74, 0.76, -0.80, -0.79, 0.19, 0.19, 0.19, -0.60, -0.61, 0.18, 0.21, 0.20, 0.20, 0.23, 0.19], "de_lowest_kj_mol": 34.8, "total_charge": -1, "multiplicity": 1, "homo_energy_ha": -0.1360}



(11)
{"formula": "C4H9O2", "method": "ωB97M-V with the def2-TZVPD basis set", "elements": ["C", "C", "O", "C", "C", "O", "H", "H", "H", "H", "H", "H", "H", "H", "H"], "positions_angstrom": [[1.17, 1.62, 0.17], [0.45, 0.28, 0.42], [1.37, -0.70, 0.63], [-0.48, -0.16, -0.73], [-1.35, -1.26, -0.12], [-0.49, -2.19, 0.46], [1.77, 1.85, 1.05], [0.58, 2.56, 0.04], [1.80, 1.58, -0.72], [-0.22, 0.49, 1.29], [0.02, -0.61, -1.59], [-1.03, 0.69, -1.16], [-1.98, -0.81, 0.66], [-1.97, -1.66, -0.94], [0.36, -1.69, 0.54]], "nbo_charge": [-0.62, 0.11, -0.91, -0.45, -0.05, -0.80, 0.19, 0.16, 0.18, 0.09, 0.19, 0.17, 0.12, 0.12, 0.49], "de_lowest_kj_mol": 172.5, "smiles": "C[C@H]([O-])CCO", "total_charge": -1, "multiplicity": 1, "homo_energy_ha": -0.1149}



(12)
{"formula": "C4H9O2", "method": "ωB97M-V with the def2-TZVPD basis set", "elements": ["C", "C", "H", "H", "H", "H", "H", "H", "C", "C", "O", "O", "H", "H", "H"], "positions_angstrom": [[2.02, -0.90, -2.09], [2.04, -1.78, -0.85], [1.41, 0.00, -1.95], [2.98, -0.47, -2.39], [1.63, -1.41, -2.96], [2.95, -2.35, -0.93], [1.17, -2.41, -0.82], [2.03, -1.23, 0.09], [-1.23, 0.00, -0.27], [-1.11, 0.88, 1.04], [-1.80, 0.51, 2.01], [-0.43, 1.91, 0.91], [-2.24, -0.37, -0.17], [-0.55, -0.84, -0.21], [-1.08, 0.66, -1.11]], "nbo_charge": [-0.61, -0.61, 0.23, 0.19, 0.19, 0.19, 0.21, 0.22, -0.76, 0.77, -0.80, -0.79, 0.20, 0.19, 0.20], "de_lowest_kj_mol": 34.0, "total_charge": -1, "multiplicity": 1, "homo_energy_ha": -0.1374}



(13)
{"formula": "C4H9O2", "method": "ωB97M-V with the def2-TZVPD basis set", "elements": ["C", "C", "O", "O", "H", "H", "H", "C", "C", "H", "H", "H", "H", "H", "H"], "positions_angstrom": [[2.19, -1.06, -0.70], [1.71, 0.19, 0.25], [0.98, 0.96, -0.39], [2.27, 0.18, 1.36], [1.34, -1.73, -0.76], [3.05, -1.53, -0.28], [2.28, -0.62, -1.69], [-2.67, 0.06, 0.47], [-3.61, 0.05, -0.80], [-1.65, -0.12, 0.19], [-2.83, 1.01, 0.99], [-3.11, -0.62, 1.18], [-4.42, 0.75, -0.67], [-2.95, 0.23, -1.68], [-3.89, -0.98, -0.96]], "nbo_charge": [-0.78, 0.80, -0.80, -0.79, 0.18, 0.19, 0.19, -0.60, -0.62, 0.25, 0.19, 0.18, 0.19, 0.21, 0.19], "de_lowest_kj_mol": 64.5, "total_charge": -1, "multiplicity": 1, "homo_energy_ha": -0.1286}



(14)
{"formula": "C4H9O2", "method": "ωB97M-V with the def2-TZVPD basis set", "elements": ["O", "C", "C", "C", "C", "O", "H", "H", "H", "H", "H", "H", "H", "H", "H"], "positions_angstrom": [[0.31, -1.44, -1.39], [-0.35, -1.77, -0.28], [0.12, -1.04, 0.99], [-0.26, 0.46, 1.02], [-0.02, 1.17, -0.29], [0.20, 2.57, -0.01], [-1.47, -1.59, -0.33], [-0.30, -2.87, -0.03], [-0.29, -1.51, 1.89], [1.22, -1.06, 0.96], [-1.32, 0.49, 1.34], [0.30, 0.94, 1.81], [-0.89, 1.01, -0.94], [0.86, 0.77, -0.78], [0.13, 3.09, -0.82]], "nbo_charge": [-0.96, -0.01, -0.42, -0.41, -0.08, -0.76, 0.05, 0.06, 0.16, 0.18, 0.17, 0.19, 0.17, 0.20, 0.45], "de_lowest_kj_mol": 228.3, "smiles": "[O-]CCCCO", "total_charge": -1, "multiplicity": 1, "homo_energy_ha": -0.0825}



(15)
{"formula": "C4H9O2", "method": "ωB97M-V with the def2-TZVPD basis set", "elements": ["C", "C", "H", "H", "H", "H", "H", "H", "C", "C", "O", "O", "H", "H", "H"], "positions_angstrom": [[0.43, -0.49, 2.52], [-0.92, -0.22, 1.85], [1.24, -0.25, 1.82], [0.56, 0.20, 3.33], [0.60, -1.52, 2.84], [-1.79, -0.33, 2.48], [-1.09, -0.95, 1.04], [-0.74, 0.67, 1.24], [-0.12, 0.00, -2.81], [0.72, 1.01, -1.90], [1.89, 0.63, -1.74], [0.01, 1.90, -1.40], [0.53, -0.40, -3.60], [-0.80, 0.57, -3.45], [-0.52, -0.83, -2.23]], "nbo_charge": [-0.61, -0.63, 0.23, 0.19, 0.18, 0.19, 0.20, 0.25, -0.76, 0.78, -0.79, -0.79, 0.18, 0.19, 0.20], "de_lowest_kj_mol": 55.4, "total_charge": -1, "multiplicity": 1, "homo_energy_ha": -0.1359}



(16)
{"formula": "C4H9O2S", "method": "ωB97M-V with the def2-TZVPD basis set", "elements": ["C", "C", "S", "H", "H", "H", "H", "H", "H", "C", "C", "O", "O", "H", "H", "H"], "positions_angstrom": [[1.54, 0.90, 1.23], [1.85, -1.00, -1.13], [2.45, 0.74, -0.39], [0.48, 0.98, 1.02], [1.66, -0.02, 1.83], [2.06, 1.76, 1.74], [2.31, -1.78, -0.73], [1.95, -0.94, -2.14], [0.76, -0.92, -1.11], [-2.14, -0.62, -0.17], [-2.08, 0.94, 0.06], [-2.69, 1.44, 1.02], [-1.30, 1.57, -0.74], [-1.44, -1.21, 0.50], [-2.34, -0.77, -1.23], [-3.07, -1.08, 0.24]], "nbo_charge": [-0.71, -0.66, 0.06, 0.26, 0.19, 0.22, 0.18, 0.20, 0.25, -0.77, 0.75, -0.77, -0.81, 0.21, 0.21, 0.19], "de_lowest_kj_mol": 175.8, "total_charge": -1, "multiplicity": 1, "homo_energy_ha": -0.1441}



(17)
{"formula": "C4H9O2S", "method": "ωB97M-V with the def2-TZVPD basis set", "elements": ["C", "C", "O", "O", "C", "C", "S", "H", "H", "H", "H", "H", "H", "H", "H", "H"], "positions_angstrom": [[-1.22, -1.40, -0.75], [-0.20, -0.54, -1.47], [-0.48, 0.08, -2.39], [1.11, -0.57, -1.00], [1.45, 0.52, -0.19], [0.86, 0.48, 1.25], [-0.63, 1.50, 1.46], [-1.27, -1.21, 0.32], [-0.91, -2.43, -0.91], [-2.20, -1.27, -1.20], [1.28, 1.49, -0.67], [2.53, 0.45, -0.05], [1.61, 0.89, 1.91], [0.72, -0.57, 1.52], [-1.06, 1.92, 0.24], [-1.58, 0.64, 1.91]], "nbo_charge": [-0.73, 0.79, -0.49, -0.52, -0.08, -0.56, 0.42, 0.19, 0.27, 0.26, 0.20, 0.24, 0.28, 0.29, 0.23, 0.22], "total_charge": 1, "multiplicity": 1, "homo_energy_ha": -0.5304}



(18)
{"formula": "C4H9O3", "method": "ωB97M-V with the def2-TZVPD basis set", "elements": ["C", "C", "O", "O", "H", "H", "H", "C", "C", "O", "H", "H", "H", "H", "H", "H"], "positions_angstrom": [[-2.58, 1.19, -1.59], [-1.40, 0.87, -0.64], [-0.85, -0.27, -0.90], [-1.01, 1.72, 0.16], [-2.45, 0.88, -2.62], [-2.72, 2.27, -1.46], [-3.51, 0.73, -1.25], [2.25, -0.84, 0.62], [1.29, -0.82, 1.79], [1.59, -0.98, -0.67], [2.85, 0.07, 0.47], [2.91, -1.72, 0.59], [0.37, -0.40, 1.40], [0.63, -0.62, -0.66], [1.66, -0.26, 2.66], [0.99, -1.82, 2.11]], "nbo_charge": [-0.73, 0.78, -0.82, -0.74, 0.21, 0.20, 0.20, -0.06, -0.66, -0.81, 0.15, 0.15, 0.26, 0.51, 0.19, 0.19], "de_lowest_kj_mol": 57.1, "total_charge": -1, "multiplicity": 1, "homo_energy_ha": -0.1702}



(19)
{"formula": "C4H9O3", "method": "ωB97M-V with the def2-TZVPD basis set", "elements": ["C", "C", "O", "O", "H", "H", "H", "C", "C", "O", "H", "H", "H", "H", "H", "H"], "positions_angstrom": [[-0.49, 2.96, -0.75], [-0.35, 1.61, -0.05], [0.67, 1.40, 0.66], [-1.32, 0.80, -0.13], [-1.41, 3.04, -1.34], [0.29, 3.36, -1.34], [-0.73, 3.66, 0.22], [0.75, -2.33, 0.69], [-0.37, -1.85, -0.15], [1.70, -1.36, 1.15], [0.40, -2.84, 1.62], [1.44, -2.89, 0.09], [-0.61, -2.64, -0.91], [1.52, -0.46, 0.87], [-0.18, -0.96, -0.91], [-1.30, -1.51, 0.27]], "nbo_charge": [-0.72, 0.75, -0.81, -0.79, 0.20, 0.20, 0.20, -0.07, -0.66, -0.78, 0.15, 0.15, 0.18, 0.52, 0.25, 0.24], "de_lowest_kj_mol": 137.9, "total_charge": -1, "multiplicity": 1, "homo_energy_ha": -0.1539}



(20)
{"formula": "C4H9O3", "method": "ωB97M-V with the def2-TZVPD basis set", "elements": ["C", "C", "O", "H", "H", "H", "H", "H", "H", "C", "C", "O", "O", "H", "H", "H"], "positions_angstrom": [[1.81, 0.58, 1.70], [1.89, -0.23, 0.40], [0.95, 1.77, 1.61], [1.32, -0.03, 2.43], [2.78, 1.07, 1.86], [2.91, -0.39, 0.04], [0.76, 1.91, 0.67], [1.66, 0.49, -0.38], [1.26, -1.07, 0.20], [-2.55, -1.11, -1.01], [-1.73, 0.11, -1.51], [-0.56, -0.20, -1.86], [-2.16, 1.27, -1.35], [-2.27, -1.51, -0.01], [-2.45, -1.85, -1.81], [-3.61, -0.81, -0.98]], "nbo_charge": [-0.08, -0.66, -0.75, 0.18, 0.16, 0.20, 0.48, 0.24, 0.24, -0.74, 0.76, -0.82, -0.78, 0.20, 0.20, 0.19], "de_lowest_kj_mol": 140.4, "total_charge": -1, "multiplicity": 1, "homo_energy_ha": -0.1424}



Calculated max |F| in order - 1.52; 3.58; 2.63; 5.54; 4.58; 4.71; 2.73; 4.31; 3.65; 1.98; 2.67; 1.63; 3.24; 1.19; 2.47; 6.31; 5.09; 2.46; 4.23; 2.73 eV/A